Entry 1:
{"formula": "C30H43F5IrP2", "method": "ωB97M-V with the def2-TZVPD basis set", "symbols": ["Ir", "C", "C", "C", "C", "C", "C", "H", "H", "H", "C", "H", "H", "H", "C", "H", "H", "H", "C", "H", "H", "H", "C", "H", "H", "H", "C", "C", "C", "C", "C", "C", "C", "C", "H", "H", "H", "H", "H", "H", "H", "H", "H", "H", "H", "H", "P", "P", "C", "C", "H", "H", "H", "H", "C", "H", "H", "H", "C", "H", "H", "H", "C", "H", "H", "H", "C", "H", "H", "H", "F", "C", "C", "C", "F", "C", "F", "C", "F", "C", "F"], "xyz": [[0.71221, 2.65003, -0.07351], [-1.16081, 0.09077, 0.91211], [-1.99383, -0.05190, -0.23136], [-0.29217, -1.60077, -0.34783], [-0.08361, -0.84170, 0.82299], [-1.43237, -1.07911, -1.02360], [-1.62462, 0.55495, 2.22746], [-2.48932, 1.21744, 2.10873], [-0.81570, 1.05289, 2.79252], [-1.94240, -0.38377, 2.73467], [0.83797, -1.12149, 1.93505], [1.10009, -0.20526, 2.47756], [1.76509, -1.56802, 1.57192], [0.33214, -1.80956, 2.62600], [0.37306, -2.86046, -0.69527], [-0.28617, -3.73229, -0.55602], [1.26203, -3.00923, -0.07864], [0.65952, -2.80220, -1.74763], [-2.09402, -1.71161, -2.17478], [-2.68386, -2.58887, -1.84212], [-1.32288, -2.03736, -2.88941], [-2.76700, -0.99229, -2.66415], [-3.37820, 0.43907, -0.38947], [-4.02244, -0.45054, -0.26026], [-3.54792, 0.87022, -1.38974], [-3.65938, 1.19078, 0.35870], [0.51028, 5.78946, 0.45325], [-0.82486, 5.81041, 1.08059], [-2.12349, 6.23463, 0.36830], [-2.14640, 5.72064, -1.09463], [-1.23521, 4.53168, -1.40582], [0.01254, 4.71355, -1.99355], [0.60998, 6.08418, -2.12171], [0.73079, 6.72855, -0.71104], [-2.18957, 7.32940, 0.38018], [-1.94967, 6.54460, -1.80798], [-3.04010, 5.87689, 0.89801], [0.03570, 7.59491, -0.70148], [1.39117, 5.70077, 1.12806], [-0.91461, 6.14390, 2.14459], [1.74420, 7.14653, -0.58960], [1.60201, 6.04685, -2.61370], [0.38079, 4.02051, -2.75370], [0.02541, 6.74035, -2.81353], [-3.17548, 5.41421, -1.35479], [-1.83641, 3.71914, -1.82748], [-0.71367, 4.04127, 0.85728], [1.03331, 1.50394, -2.13465], [2.34742, 3.55561, -0.79325], [2.49072, 2.69254, -2.06471], [3.15617, 3.46220, -0.05625], [1.88672, 4.52827, -0.96046], [2.43854, 3.38787, -2.90334], [3.46028, 2.15232, -2.07131], [1.70731, 0.02926, -3.01308], [1.01282, -0.82958, -2.92661], [2.66375, -0.24976, -2.54826], [1.89778, 0.29452, -4.07378], [-0.46189, 1.80566, -3.17697], [-0.20428, 2.46150, -4.01322], [-1.27325, 2.23495, -2.58969], [-0.84559, 0.84502, -3.52812], [0.08380, 3.65490, 2.44320], [-0.67026, 3.60886, 3.23172], [0.85420, 4.38185, 2.68587], [0.60633, 2.70306, 2.31097], [-2.36138, 3.30038, 0.84825], [-2.01959, 2.30931, 0.48506], [-3.07443, 3.74119, 0.13167], [-2.80266, 3.27481, 1.86605], [2.48441, -0.72077, -0.50090], [3.21064, 0.15351, 0.26697], [2.65144, 1.34018, 0.74858], [3.42592, 1.93646, 1.74189], [2.93016, 2.96120, 2.50989], [4.77286, 1.60127, 1.96328], [5.59195, 2.39494, 2.68173], [5.32172, 0.47925, 1.35952], [6.61511, 0.17527, 1.56858], [4.51533, -0.28871, 0.53483], [5.03188, -1.41074, -0.00775]], "mulliken_charge": [-0.565, 1.088, 1.501, 0.807, 0.643, 0.569, -1.829, 0.492, 0.275, 0.461, -1.822, 0.212, 0.446, 0.500, -1.759, 0.397, 0.417, 0.366, -1.906, 0.386, 0.427, 0.441, -2.083, 0.463, 0.421, 0.381, -0.339, 0.142, -1.030, -1.201, -0.116, -0.578, -1.136, -0.801, 0.540, 0.385, 0.379, 0.341, 0.442, 0.652, 0.403, 0.273, 0.734, 0.439, 0.465, 0.398, 1.114, 1.118, -1.001, -1.688, 0.979, 0.346, 0.646, 0.411, -1.271, 0.185, 0.289, 0.513, -0.583, 0.576, -0.327, 0.491, -1.878, 0.509, 0.454, 0.180, 0.223, -1.356, 0.543, 0.667, -0.214, -0.598, 0.585, -0.362, -0.288, 0.447, -0.295, 0.642, -0.280, 0.405, -0.306], "energy_ha": -2454.322935, "multiplicity": 6, "lumo_energy_ev": [-6.26, -8.36], "homo_ha": [-0.46425, -0.51202], "charge": 2}


Entry 2:
{"formula": "C4H8O2S", "method": "ωB97M-V with the def2-TZVPD basis set", "symbols": ["C", "C", "C", "C", "O", "O", "S", "H", "H", "H", "H", "H", "H", "H", "H"], "xyz": [[-0.47734, 0.18125, -0.81479], [-0.17581, 0.73705, 2.41542], [0.52904, -1.95451, -1.40501], [0.41966, 1.23668, 1.14016], [0.27901, 0.88804, -1.59103], [-0.68493, -1.20962, -1.06618], [1.43117, 2.39485, 0.58916], [-1.49812, 0.50427, -0.69400], [-0.16751, -0.34215, 2.43933], [0.22659, 1.24301, 3.33907], [-1.26487, 0.96624, 2.41303], [1.02521, -2.50411, -0.43836], [1.23209, -1.34066, -1.82373], [0.20524, -2.70328, -2.02181], [1.23837, 0.78017, -1.40209]], "mulliken_charge": [-0.057, -0.773, -0.620, 0.166, -0.427, -0.315, -0.281, 0.384, 0.260, 0.303, 0.259, 0.194, 0.320, 0.273, 0.313], "energy_ha": -705.710497, "lumo_energy_ev": [0.23, 0.23], "homo_ha": [-0.26817, -0.26817], "charge": 0}


Entry 3:
{"formula": "C5H6HgLiO5", "method": "ωB97M-V with the def2-TZVPD basis set", "symbols": ["O", "C", "C", "O", "O", "C", "Hg", "H", "H", "H", "H", "O", "C", "C", "O", "Li", "H", "H"], "xyz": [[-1.74485, -0.41531, -0.14496], [-0.95291, -1.22978, 0.54354], [-1.47268, 0.94445, 0.23451], [-1.04345, -2.45114, 0.52834], [-0.36331, -0.56412, 1.57284], [-0.88081, 0.77943, 1.62615], [0.43167, -3.43340, -0.84781], [-2.40789, 1.50971, 0.21191], [-0.73809, 1.35691, -0.46972], [-1.63366, 0.82609, 2.42193], [-0.04714, 1.46172, 1.81508], [2.09174, 1.16282, 0.00492], [1.85187, 0.86410, -1.26214], [1.27919, -0.30521, -1.65453], [0.98115, -1.27085, -0.73582], [1.69079, -0.42300, 0.87347], [2.02717, 1.63630, -2.03300], [0.93122, -0.44873, -2.68470]], "mulliken_charge": [-0.328, 1.048, -0.200, -0.615, -0.500, -0.264, -0.023, 0.329, 0.169, 0.282, 0.279, -0.790, -0.038, -0.141, -0.690, 0.778, 0.354, 0.350], "energy_ha": -731.255548, "multiplicity": 2, "lumo_energy_ev": [-0.10, -1.64], "homo_ha": [-0.24609, -0.23503], "charge": 0}


Entry 4:
{"formula": "C30H40N5O", "method": "ωB97M-V with the def2-TZVPD basis set", "symbols": ["C", "N", "C", "O", "C", "C", "C", "C", "C", "C", "C", "C", "N", "C", "C", "C", "C", "C", "C", "C", "C", "C", "N", "C", "C", "C", "N", "C", "C", "N", "C", "C", "C", "C", "C", "C", "H", "H", "H", "H", "H", "H", "H", "H", "H", "H", "H", "H", "H", "H", "H", "H", "H", "H", "H", "H", "H", "H", "H", "H", "H", "H", "H", "H", "H", "H", "H", "H", "H", "H", "H", "H", "H", "H", "H", "H"], "xyz": [[-4.64674, -1.66328, -0.01142], [-3.59650, -1.03575, 0.75471], [-3.35959, -1.47381, 2.03607], [-4.05420, -2.24160, 2.66958], [-2.03773, -0.87863, 2.47738], [-1.00578, -1.97949, 2.71910], [-0.87334, -2.88132, 1.51622], [-1.74041, -3.96560, 1.34415], [-1.66190, -4.75580, 0.19596], [-0.70676, -4.47223, -0.78422], [0.19191, -3.41548, -0.59758], [0.12790, -2.65055, 0.56892], [-1.66569, -0.00497, 1.36471], [-0.35348, 0.46250, 1.31636], [0.39971, 0.79104, 0.23682], [1.65752, 1.62618, 0.26904], [1.66529, 2.64335, -0.93486], [2.03847, 3.96089, -0.65394], [2.02544, 4.96440, -1.63313], [1.59417, 4.68588, -2.93593], [1.08615, 3.41093, -3.19676], [1.08691, 2.41924, -2.19620], [2.92916, 0.85015, 0.40220], [3.58976, 0.72523, 1.69960], [4.99367, 0.15765, 1.56585], [5.06438, -1.13136, 0.76128], [4.23135, -0.98388, -0.39284], [4.35606, -1.85120, -1.54006], [3.38609, -1.25653, -2.53847], [2.70070, -0.22491, -1.76482], [3.27966, -0.06667, -0.55058], [-2.70450, 0.01690, 0.29386], [-3.50207, 1.36658, 0.04501], [-4.28665, 1.74921, 1.30314], [-4.44055, 1.17798, -1.14713], [-2.53815, 2.48815, -0.31061], [-4.70955, -2.72355, 0.26042], [-5.62775, -1.21278, 0.19727], [-4.42135, -1.58930, -1.07814], [-2.22229, -0.27143, 3.38171], [-0.04585, -1.52737, 2.98934], [-1.38040, -2.55820, 3.57090], [-2.49437, -4.17457, 2.10743], [-2.35683, -5.58831, 0.07123], [-0.64906, -5.08791, -1.68463], [0.94622, -3.18552, -1.35235], [0.83567, -1.83886, 0.74654], [0.08257, 0.58705, 2.31833], [0.01360, 0.67514, -0.77417], [1.60451, 2.22104, 1.17632], [2.21138, 4.23055, 0.38986], [2.32489, 5.98264, -1.36871], [1.63065, 5.44654, -3.71711], [0.64501, 3.19293, -4.17294], [0.46939, 1.53445, -2.39430], [3.00719, 0.08530, 2.38011], [3.62572, 1.72231, 2.14826], [5.66455, 0.89167, 1.09457], [5.39617, -0.04427, 2.56311], [6.09140, -1.31106, 0.41689], [4.76637, -2.00410, 1.36479], [5.39958, -1.84811, -1.87784], [4.08219, -2.87571, -1.24759], [3.91012, -0.80785, -3.40701], [2.64535, -1.99332, -2.89640], [2.00962, 0.40230, -2.13296], [-2.23992, -0.28715, -0.66450], [-3.61201, 1.93114, 2.14700], [-4.84825, 2.67573, 1.11611], [-5.01260, 0.97843, 1.58764], [-3.91363, 0.69425, -1.98046], [-5.33528, 0.59578, -0.90426], [-4.79122, 2.15715, -1.50483], [-1.94061, 2.23614, -1.19881], [-3.12327, 3.39262, -0.54382], [-1.86821, 2.73303, 0.52160]], "mulliken_charge": [-1.275, 0.763, -0.134, -0.670, 0.243, -1.679, 0.090, -0.272, -0.701, -0.734, -0.146, 0.207, 0.577, -1.180, 0.854, -1.647, 0.470, -0.540, -0.710, -0.467, -1.207, 0.160, 0.392, -0.420, -0.819, -0.555, 0.080, -0.627, -0.614, 0.174, 0.298, -1.236, 2.027, -1.794, -1.713, -1.807, 0.344, 0.358, 0.422, 0.438, 0.549, 0.654, 0.453, 0.414, 0.408, 0.336, 0.244, 0.586, -0.026, 1.166, 0.363, 0.399, 0.415, 0.388, 0.271, 0.199, 0.427, 0.344, 0.383, 0.317, 0.315, 0.383, 0.347, 0.357, 0.374, -0.104, 0.672, 0.320, 0.462, 0.319, 0.338, 0.375, 0.439, 0.298, 0.585, 0.278], "energy_ha": -1515.995012, "lumo_energy_ev": -2.06, "homo_ha": -0.39122, "charge": 1, "smiles": "CN1C(=O)[C@@H](Cc2ccccc2)N(/C=C/[C@H](c2ccccc2)N2CCCN3CC[NH+]=C32)[C@@H]1C(C)(C)C"}


Entry 5:
{"formula": "H13NaO7", "method": "ωB97M-V with the def2-TZVPD basis set", "symbols": ["Na", "O", "H", "O", "H", "H", "O", "H", "H", "O", "H", "H", "O", "H", "H", "O", "H", "H", "O", "H", "H"], "xyz": [[0.09108, -0.17724, 0.47199], [2.67937, 4.80801, -0.30282], [2.26815, 3.99165, -0.64777], [-0.78004, -2.31088, 3.56859], [-1.69797, -2.05826, 3.66772], [-0.36149, -2.01684, 4.37766], [3.06818, -2.71185, -1.46879], [3.45167, -2.52627, -2.32595], [3.58870, -3.43792, -1.12512], [-3.43036, 1.96369, 0.24438], [-3.95805, 1.96340, -0.55424], [-4.06280, 2.09994, 0.94985], [-0.37780, 1.54667, -3.35281], [-0.41477, 1.05894, -4.17560], [-0.88193, 2.34243, -3.52268], [-2.67842, -3.44489, -1.04802], [-2.19841, -4.26842, -1.13533], [-3.59302, -3.70949, -0.94942], [2.81133, 2.04306, 2.53035], [2.73934, 2.85667, 2.03126], [3.73721, 1.98770, 2.76682]], "mulliken_charge": [0.907, -0.995, 0.077, -0.643, 0.322, 0.330, -0.630, 0.320, 0.315, -0.617, 0.313, 0.312, -0.621, 0.309, 0.318, -0.635, 0.322, 0.317, -0.689, 0.370, 0.298], "energy_ha": -696.631206, "lumo_energy_ev": -1.74, "homo_ha": -0.16924, "charge": 0}


It is found that the ΔE to the lowest compared entry with this formula, charge and spin values, taken in the order of the records, are 412.5; 486.0; 0.0; 0.0; 525.8 kJ/mol.